CH14N2O4 | the ωB97M-V functional and the def2-TZVPD basis

Each line ends with the Mulliken charge.
Atoms and positions in Å:
O -3.95 0.25 4.14  -0.9155
O -0.97 1.05 0.80  -1.3488
O 0.75 0.21 -5.24  -0.6959
O 0.15 0.49 5.17  -1.2945
N 0.36 -0.80 -2.44  -0.8289
N 2.59 -0.55 -1.21  -0.8623
C 1.81 -1.04 -2.34  -0.4742
H -1.15 0.13 1.04  0.5089
H 0.15 0.09 4.29  0.5308
H 1.95 -2.13 -2.33  0.3939
H 2.29 -0.68 -3.25  0.1907
H 0.09 -0.10 -1.74  0.2331
H 1.08 0.36 5.40  0.4707
H 2.26 0.39 -0.99  0.3395
H -0.14 -1.57 -2.03  0.4122
H 0.04 -0.01 -4.62  0.3577
H -1.74 1.57 1.04  0.4733
H -4.66 0.64 4.67  0.3978
H -3.14 0.69 4.43  0.4028
H 1.23 0.94 -4.84  0.3083
H 2.38 -1.11 -0.40  0.4004

Summary:
Spin multiplicity: 2
<S²>: 0.75
DFT total energy in a.u.: -456.91669
Charge: -1
LUMO (alpha / beta) in eV: 3.447 / 3.388
Energy above the lowest of the compared OMol25 structures with the same formula, charge and spin in kcal per mole: 13.77
Frontier orbital gap (alpha / beta) in hartree: 0.1053 / 0.3717
HOMO (alpha / beta) in eV: 0.58 / -6.73
Maximum force in Eh/bohr: 0.02150

=====

C5H11O3Pt | the ωB97M-V functional and the def2-TZVPD basis

Each line ends with the Mulliken charge.
Atoms and positions in Å:
Pt 1.63 0.28 0.24  0.0502
O -0.25 0.85 0.88  -0.3218
O 0.58 -0.09 -1.49  -0.1171
O 1.67 -0.76 1.88  -0.5833
C -0.35 0.42 2.25  -0.4757
C 0.40 -0.91 2.39  -0.3242
C 1.10 -0.10 -2.81  -0.7284
C -0.73 0.47 -1.40  -0.5593
C -1.21 0.27 0.01  -0.4455
H -1.40 -0.04 -2.10  0.4175
H 0.34 -0.48 -3.51  0.3144
H 1.97 -0.77 -2.82  0.2451
H 1.41 0.91 -3.11  0.3184
H 0.60 -1.40 3.42  0.3758
H -0.32 -1.70 2.07  0.2044
H -1.40 0.34 2.55  0.3426
H -2.19 0.76 0.15  0.3621
H 0.14 1.21 2.83  0.2822
H -0.68 1.54 -1.67  0.3350
H -1.31 -0.80 0.22  0.3077

Summary:
Spin multiplicity: 4
<S²>: 3.76
DFT total energy in a.u.: -541.88070
LUMO (alpha / beta) in eV: 0.573 / 0.100
Energy above the lowest of the compared OMol25 structures with the same formula, charge and spin in kcal per mole: 10.18
Frontier orbital gap (alpha / beta) in hartree: 0.2032 / 0.3083
HOMO (alpha / beta) in eV: -4.96 / -8.29
Maximum force in Eh/bohr: 0.09801

=====

C2H34F6O23S2 | the ωB97M-V functional and the def2-TZVPD basis

Each line ends with the Mulliken charge.
Atoms and positions in Å:
S 0.25 -0.78 -0.01  0.0126
S -4.18 -1.47 3.12  1.1360
F -5.24 -0.27 0.99  -0.2395
F 1.70 1.25 0.96  0.0414
F -4.48 1.12 2.51  -0.2273
F 1.48 1.27 -1.21  -0.1739
F -0.19 1.85 0.01  -0.1566
F -3.13 0.04 1.19  -0.1226
O -0.26 -1.24 4.02  -0.8276
O 3.36 -1.14 1.73  -0.8205
O 2.69 4.00 1.93  -0.5931
O 4.26 0.59 -1.19  -0.5180
O 3.97 -2.24 -0.98  -0.7570
O -0.03 1.60 3.86  -0.7029
O 1.44 -1.64 -0.04  -0.6328
O -0.52 -4.50 -0.80  -0.8263
O 2.85 1.39 3.40  -0.7463
O -3.15 -1.15 4.07  -0.7660
O 1.18 2.26 -3.87  -0.5919
O -2.35 -2.74 -1.74  -0.7007
O -3.85 -2.60 2.24  -0.7430
O -5.50 -1.50 3.75  -0.6994
O -2.53 1.12 -1.92  -0.7422
O 1.54 -0.66 -4.19  -0.6501
O -0.26 5.17 0.87  -0.6120
O -1.47 -1.04 -4.16  -0.6091
O -1.14 -3.50 1.73  -0.7687
O -0.59 -0.86 -1.19  0.0644
O -0.39 -0.90 1.30  -0.2657
O -2.35 3.84 -0.59  -0.5391
O 0.39 -3.58 -3.23  -0.7269
C 0.85 1.03 -0.03  0.4756
C -4.26 -0.04 1.89  0.6280
H 3.10 2.10 2.80  0.3083
H -0.13 0.66 4.07  0.4149
H -0.93 -2.57 1.49  0.4879
H 3.82 1.23 -1.75  0.2327
H 2.46 3.88 1.01  0.2496
H 2.47 -0.92 1.42  0.4029
H -2.67 4.52 0.01  0.2664
H -2.58 -2.44 -2.62  0.2996
H 1.38 0.22 -3.81  0.2759
H -1.28 -4.22 -1.34  0.3932
H 0.86 1.68 3.46  0.3164
H 0.36 5.84 0.56  0.2803
H -1.19 -1.20 4.28  0.4874
H -2.07 -3.48 2.03  0.4215
H -1.42 -1.58 -4.95  0.3012
H 5.20 0.72 -1.35  0.2100
H -0.25 -1.13 3.05  0.4956
H 3.09 0.58 2.92  0.3246
H -1.82 0.46 -1.84  0.3072
H -2.33 4.26 -1.45  0.2621
H -0.56 -0.92 -3.87  0.1809
H 0.20 -4.03 -2.37  0.5443
H 2.50 -0.75 -4.20  0.3039
H 0.58 -2.67 -2.99  0.1945
H -0.56 -3.90 -0.03  0.3482
H 3.73 -1.67 1.02  0.3665
H 2.29 4.84 2.17  0.3077
H -0.12 4.41 0.29  0.3181
H 1.61 2.20 -4.73  0.2703
H 1.34 3.16 -3.57  0.2611
H 4.10 -1.29 -0.85  0.3493
H -1.84 -2.00 -1.37  0.3679
H 3.03 -2.37 -0.81  0.5055
H -2.41 1.67 -1.13  0.3454

Summary:
Spin multiplicity: 1
DFT total energy in a.u.: -3222.87906
Charge: -2
LUMO in eV: 2.791
Frontier orbital gap in hartree: 0.2456
HOMO in eV: -3.89
Maximum force in Eh/bohr: 0.04340

=====

C52H141N12O16Zn | the ωB97M-V functional and the def2-TZVPD basis

Each line ends with the Mulliken charge.
Atoms and positions in Å:
Zn -0.91 3.79 -0.14  2.0973
O -1.60 3.73 -1.91  -0.6596
O 4.06 2.79 -0.30  -0.5768
O 2.95 4.63 -6.07  -0.1313
O -2.87 -6.56 0.56  0.2019
O -4.22 -1.29 1.75  -0.5172
O 0.60 1.82 -5.73  -0.0284
O -2.01 -2.08 -3.06  0.0298
O 0.09 2.25 0.28  1.8867
O 5.39 -1.13 5.06  -0.3346
O -3.49 2.51 -1.97  -0.5322
O -3.15 5.22 2.64  -0.3123
O 4.99 -2.00 0.32  -0.3741
O 1.66 -1.41 3.60  0.3353
O -0.09 5.31 0.60  -0.5677
O -0.15 -6.57 -2.28  -0.4540
O -3.62 0.81 5.61  -0.5226
N -5.19 -7.18 -2.24  -0.7390
N 0.88 4.54 -3.63  0.5000
N 3.12 1.04 5.08  -0.2749
N 6.79 0.56 -1.77  -0.8209
N -1.36 2.52 3.20  0.5264
N 3.11 0.81 -4.86  -0.6809
N -2.93 3.44 0.61  0.7929
N 1.97 -5.62 -0.31  -0.3619
N -5.94 1.02 -0.72  -0.4859
N 1.91 2.74 2.60  0.9327
N 1.72 -4.24 4.40  -0.6349
N -3.44 -4.66 -5.25  -0.7500
C -2.07 5.83 3.34  -0.5520
C 4.56 1.12 5.25  0.1229
C -2.61 3.17 -2.51  0.0268
C -5.28 4.21 0.91  -1.5054
C -4.63 -5.18 -1.10  -1.3193
C 3.31 2.28 0.75  1.6342
C -3.32 -2.38 1.75  -0.6042
C 6.37 -1.96 4.54  -0.7474
C -3.16 1.65 4.52  -0.2561
C 0.39 1.16 -6.97  -0.9457
C 1.16 -2.55 6.27  -1.4135
C 4.20 5.12 -6.56  -0.8478
C -6.96 -0.73 0.70  -1.5586
C -0.23 -7.87 -1.66  -0.5497
C 2.07 -0.90 -3.41  -0.7892
C 0.41 6.38 -0.13  -0.9887
C 0.73 -3.18 4.94  0.2946
C -5.72 0.13 0.43  0.3314
C 1.87 0.05 -4.59  0.4250
C -2.95 -2.60 -3.96  -0.4585
C -2.97 -6.87 1.94  -1.0673
C -0.18 1.07 -0.28  0.2264
C 3.96 -2.88 -0.12  -0.4868
C 0.92 5.33 -4.87  1.0642
C -4.07 -6.55 -1.49  1.2892
C 2.77 3.37 1.57  1.7626
C 0.46 -2.07 3.90  0.2646
C -4.41 -0.72 0.44  1.1731
C 6.44 -0.34 -0.63  0.1137
C 0.62 0.94 -4.59  0.8210
C 5.08 -0.96 -0.65  0.5439
C -1.65 1.68 4.38  2.2205
C 6.75 0.43 0.69  -0.8529
C -0.95 2.01 5.69  -2.1860
C -1.50 -3.39 -5.91  -1.6841
C -0.32 -5.49 -1.36  -0.2199
C 3.75 4.21 2.38  -1.6664
C -3.80 -7.37 -0.17  -1.3629
C 5.01 1.05 6.70  -1.5961
C 0.47 -5.50 -0.10  0.3005
C -3.17 5.72 1.25  -0.6609
C 0.32 6.73 -4.65  -1.6355
C 5.39 0.15 4.40  0.1142
C 3.24 3.03 -1.49  0.1286
C -2.37 -3.79 -4.73  1.6255
C -3.59 -0.55 5.29  0.0048
C 1.49 -0.60 2.41  1.6137
C -3.87 4.59 0.45  0.4175
C 0.24 -4.20 0.72  -0.9019
C -2.71 3.49 -3.96  -0.8578
C -2.54 -0.87 -2.57  -0.3037
C 2.30 5.61 -5.33  -1.0973
H 6.13 1.09 6.86  0.3145
H 3.65 0.89 -3.98  0.1955
H -3.85 -4.62 -0.61  -0.0126
H -5.46 -5.39 -0.42  0.3262
H -0.11 -4.58 -1.88  0.5605
H 7.82 0.49 0.93  0.3579
H -1.05 3.40 3.53  -0.0804
H -0.81 -4.01 0.96  0.2049
H 6.35 1.42 0.63  0.1202
H -3.71 -0.73 4.24  -0.2993
H -2.66 -1.04 5.50  0.1504
H 4.51 4.38 -7.31  0.2191
H 0.96 3.58 -3.88  -0.4595
H -0.41 1.08 -1.41  -0.8093
H 1.13 -1.57 -3.25  -0.1180
H -0.52 -2.92 -5.68  0.1984
H 1.10 7.00 0.51  0.1317
H -0.26 -3.66 5.02  0.3218
H -3.74 6.65 1.21  0.5451
H -3.68 3.19 -4.39  0.3283
H 0.00 4.61 -3.11  -0.4839
H 1.08 -1.15 1.54  -0.3803
H 2.73 0.09 5.09  -0.0024
H -2.08 -6.50 2.46  0.2364
H 7.32 -1.50 4.66  0.3859
H -1.17 -7.96 -1.12  0.0103
H -5.67 3.44 0.22  0.3944
H 2.88 5.95 -4.46  0.2836
H -2.23 6.89 3.33  0.3618
H -1.27 0.63 4.16  -1.1790
H -5.93 5.11 0.86  0.4302
H 4.72 2.13 4.91  0.1352
H -2.08 5.47 4.40  0.1458
H 4.05 6.10 -7.11  0.3104
H -1.93 -0.60 -1.69  -0.5681
H 0.61 0.31 -0.21  -0.0661
H -3.14 -6.46 -2.09  -0.0831
H 0.97 7.31 -4.01  0.3246
H -1.75 -4.38 -4.07  -0.3897
H -0.65 6.52 -4.12  0.3475
H 2.55 1.56 0.40  -0.5480
H 6.38 -2.93 5.03  0.2909
H -5.58 0.81 1.26  0.0475
H -3.28 2.69 0.03  -0.8049
H 6.36 1.45 -1.61  0.2919
H -0.58 0.65 -7.18  0.2343
H 1.28 -3.38 6.97  0.4802
H -0.26 0.26 -4.50  -0.0516
H -3.44 -8.42 -0.36  0.3694
H 0.07 -6.32 0.56  0.1831
H 0.79 -4.18 1.71  0.1149
H -5.05 1.35 -1.09  0.0747
H 3.08 4.90 2.87  0.5119
H 4.15 -3.16 -1.16  0.3863
H 6.38 0.14 -2.59  0.3051
H -1.38 -5.42 -0.97  -0.3363
H 2.46 3.73 -1.27  -0.3829
H 4.82 -1.35 -1.66  0.1279
H 0.09 2.22 5.57  0.5108
H 7.18 -1.14 -0.67  0.3595
H 1.43 3.50 3.04  0.2498
H 0.31 -1.94 6.60  0.3360
H 0.58 1.95 -7.69  0.2516
H 2.21 4.00 0.96  -0.9210
H -3.76 -4.43 -6.18  0.2989
H -1.15 5.63 2.78  0.0185
H 2.78 1.64 4.32  0.3612
H -0.04 -2.43 3.01  -0.2061
H -3.87 -6.49 2.48  0.3150
H 3.87 3.47 -2.23  0.4602
H -3.33 -1.83 -4.66  0.2252
H 1.16 2.33 2.00  -1.8791
H -4.97 -4.57 -1.95  0.4712
H -7.93 -0.22 0.68  0.4005
H -4.29 -4.50 -4.67  0.2336
H -3.62 2.58 4.67  0.4573
H -6.38 0.41 -1.42  0.3604
H 1.19 0.40 -7.01  0.4000
H 2.77 2.11 -1.84  -0.0657
H 2.24 -0.27 -2.52  -0.1547
H 2.49 -0.12 2.24  -0.7677
H -3.79 -2.94 -3.37  -0.0344
H -1.98 -2.69 -6.60  0.4075
H 6.42 0.48 4.31  0.7936
H -3.94 4.92 -0.59  0.3924
H -0.45 6.98 -0.56  0.2703
H 6.21 -0.02 1.53  -0.0582
H 4.49 4.65 1.70  0.4400
H 0.41 4.76 -5.65  0.2610
H -1.49 2.92 6.00  0.4470
H -2.52 0.01 -3.29  0.1923
H 1.02 6.03 -0.91  0.1930
H -0.25 -1.42 4.48  -0.5604
H 0.57 -8.04 -0.95  0.3132
H -1.31 -4.33 -6.47  0.4822
H 0.18 7.27 -5.58  0.5078
H -3.48 1.29 3.47  -0.1454
H -3.03 -7.95 2.10  0.4118
H 4.27 -0.18 -0.45  -0.3171
H -2.13 5.85 0.96  0.0463
H -1.82 2.96 -4.45  -0.0569
H 0.57 1.51 -3.70  -0.6154
H 4.91 0.03 3.44  -0.4054
H 2.12 -4.69 5.22  0.3404
H -2.96 -2.55 2.77  0.3124
H -0.60 2.17 2.65  -0.6366
H 0.63 -3.44 0.13  0.1825
H 1.72 -0.58 -5.43  0.3311
H -1.25 1.32 6.45  0.4148
H -5.51 -6.60 -3.01  0.2446
H -4.88 -8.11 -2.55  0.2862
H 0.84 0.29 2.66  -0.1403
H 3.96 1.61 1.33  -0.9495
H 2.87 1.74 -5.29  0.3303
H 4.60 0.14 7.22  0.1766
H -3.93 -3.30 1.52  0.2197
H 2.07 -1.98 6.25  0.2504
H 2.13 -6.36 -0.95  0.2539
H -4.49 -1.54 -0.31  -0.0957
H -3.60 -0.02 0.17  -0.4853
H 6.26 -2.04 3.41  0.1554
H -0.24 -8.60 -2.39  0.3622
H 2.49 -3.71 4.00  0.1848
H -1.00 0.45 0.19  -0.5233
H -2.45 -2.26 1.07  0.2492
H 2.42 -5.85 0.58  0.2852
H -5.26 3.91 1.95  0.1842
H 2.99 -2.52 0.11  0.1198
H -2.85 3.14 1.61  -0.2627
H -4.39 -1.13 5.81  0.3551
H 4.90 5.35 -5.76  0.3381
H -3.56 -1.02 -2.22  0.3662
H -6.76 -1.20 1.67  0.3096
H -2.36 4.55 -4.09  0.1984
H 2.20 6.50 -5.97  0.3776
H -4.68 -7.49 0.41  0.5033
H 4.02 -3.75 0.54  0.1858
H 4.47 1.88 7.22  0.4466
H 2.94 -1.53 -3.57  0.5015
H -6.97 -1.57 -0.02  0.3265
H 4.17 3.55 3.13  -0.0300

Summary:
Spin multiplicity: 1
DFT total energy in a.u.: -5705.90829
Charge: -1
LUMO in eV: 1.947
Frontier orbital gap in hartree: 0.2892
HOMO in eV: -5.92
Maximum force in Eh/bohr: 0.06711